Entry 1:
C16H17N3O3 | ωB97M-V/def2-TZVPD

Last column: Löwdin charge in e.
CARTESIAN COORDINATES (ANGSTROEM)
C 4.68 2.14 1.83  0.003
C 4.07 1.28 0.80  -0.312
C 3.02 0.40 0.84  0.043
C 2.94 -0.10 -0.49  -0.309
N 3.87 0.46 -1.23  0.101
O 4.57 1.31 -0.45  0.012
N 2.12 -1.02 -1.10  0.167
C 1.06 -1.79 -0.69  -0.428
O 0.57 -2.57 -1.47  0.100
C 0.55 -1.59 0.73  -0.183
H 1.39 -1.69 1.42  0.138
C -0.57 -2.59 1.04  -0.023
H -0.57 -2.89 2.09  0.132
C -1.86 -1.84 0.73  -0.438
O -2.97 -2.30 0.66  0.097
N -1.53 -0.53 0.54  -0.002
C -2.47 0.49 0.23  -0.167
C -3.46 0.79 1.15  -0.003
C -4.39 1.78 0.88  -0.080
C -4.32 2.46 -0.32  -0.083
C -3.34 2.14 -1.25  -0.045
C -2.41 1.14 -1.00  -0.195
C -1.39 0.78 -2.04  -0.025
H -1.78 0.99 -3.03  0.083
H -1.14 -0.28 -1.98  0.077
H -0.48 1.36 -1.91  0.085
H -3.31 2.66 -2.20  0.111
H -5.04 3.24 -0.55  0.102
H -5.16 2.01 1.59  0.102
H -3.50 0.24 2.08  0.120
C -0.15 -0.23 0.84  -0.094
H -0.07 0.18 1.86  0.136
H 0.24 0.52 0.14  0.117
H -0.51 -3.48 0.42  0.127
H 2.38 -1.18 -2.07  0.165
H 2.42 0.17 1.70  0.097
H 4.17 2.00 2.78  0.087
H 4.61 3.19 1.53  0.092
H 5.73 1.90 1.94  0.092

Values from the calculation:
LUMO energy (eV): 0.40
Highest occupied orbital energy (eV): -9.0515
Calculated total energy (eV): -27480.7046
SMILES: Cc1cc(NC(=O)[C@@H]2CC(=O)N(c3ccccc3C)C2)no1

---

Entry 2:
CH18O7 | ωB97M-V/def2-TZVPD

Last column: Löwdin charge in e.
CARTESIAN COORDINATES (ANGSTROEM)
C -0.38 -0.87 -3.73  -0.017
H 0.31 -1.66 -3.85  0.017
H -1.34 -1.21 -4.12  0.044
H 0.03 -0.01 -4.24  0.026
H -0.45 -0.36 -2.73  -0.012
H 1.81 1.06 0.42  0.072
H 0.55 0.13 0.41  0.020
O 1.50 0.15 0.46  -0.004
H 2.48 -2.82 0.76  0.060
H 2.29 -1.61 -0.18  0.012
O 2.45 -2.57 -0.17  0.026
H -1.88 2.48 -1.78  0.101
H -1.67 0.95 -2.15  0.035
O -1.26 1.82 -2.10  0.133
H -1.93 -0.81 -0.88  0.067
H -1.36 -0.37 0.45  0.019
O -2.18 -0.40 -0.04  0.079
H 2.39 2.26 2.83  0.063
H 1.72 0.79 3.09  0.025
O 1.62 1.70 2.83  -0.004
H 0.93 -1.25 2.44  0.025
H -0.57 -1.31 2.64  0.049
O 0.25 -1.09 3.11  -0.027
H -1.04 1.74 2.44  0.056
H -2.52 1.50 2.30  0.084
O -1.76 1.77 1.78  0.052

Values from the calculation:
LUMO energy (spin up / spin down) (eV): -3.65 / -11.51
2S+1: 2
Highest occupied orbital energy (spin up / spin down) (eV): -15.4920 / -14.1474
Total charge: +1
Calculated total energy (eV): -15649.5965

---

Entry 3:
C2H8N4O2S | ωB97M-V/def2-TZVPD

Last column: Löwdin charge in e.
CARTESIAN COORDINATES (ANGSTROEM)
C 1.44 2.21 1.35  -0.207
C 0.20 -0.73 -1.08  -0.580
N 0.82 0.27 -0.47  -0.152
N 0.56 -1.02 -2.41  0.149
N -0.98 1.59 0.87  -0.145
N -0.57 -1.51 -0.43  -0.018
O 0.13 -0.54 2.09  -0.283
O -1.11 -2.57 -1.20  -0.057
S 0.50 0.87 0.90  0.872
H 0.95 2.83 2.04  -0.013
H 2.52 1.93 1.41  0.033
H 0.69 -0.27 -3.11  0.120
H 0.04 -1.78 -2.74  0.050
H -1.50 1.64 1.77  0.093
H -1.68 1.18 0.23  0.086
H -0.18 -1.21 1.44  -0.019
H -1.80 -2.91 -0.66  0.071

Values from the calculation:
LUMO energy (eV): 0.44
Highest occupied orbital energy (eV): -8.5320
Calculated total energy (eV): -23088.8087
SMILES: C=[S@](N)(O)=N/C(N)=N/O

---

Entry 4:
C45H64N2P2PtSSi2Te | ωB97M-V/def2-TZVPD

Last column: Löwdin charge in e.
CARTESIAN COORDINATES (ANGSTROEM)
Pt 0.41 -0.42 0.46  0.716
C 6.54 0.74 -5.49  -0.277
S 4.85 0.47 -5.03  1.178
C 4.91 0.43 -3.25  -0.399
C 4.55 1.81 -2.64  -0.192
C 3.09 2.00 -2.22  -0.247
N 2.55 0.98 -1.31  -0.428
P 1.00 0.33 -1.60  0.886
C 1.21 -0.89 -2.92  -0.338
C 1.71 -0.58 -4.19  -0.150
C 1.89 -1.56 -5.14  -0.067
C 1.59 -2.89 -4.84  -0.031
C 1.10 -3.21 -3.58  -0.038
C 0.91 -2.22 -2.63  -0.100
C -0.21 1.56 -2.18  -0.244
C -0.91 2.39 -1.27  -0.194
C -2.02 3.09 -1.70  -0.041
C -2.44 3.06 -3.02  -0.031
C -1.75 2.29 -3.93  -0.032
C -0.67 1.53 -3.51  -0.054
P 2.95 1.14 0.43  1.049
C 4.76 1.17 0.44  -0.401
C 5.33 2.40 0.77  -0.115
C 6.71 2.56 0.77  -0.048
C 7.53 1.48 0.46  -0.037
C 6.97 0.24 0.15  -0.054
C 5.59 0.08 0.14  -0.092
C 2.55 -0.59 0.97  -0.556
C 2.16 -0.72 2.33  -0.147
C 2.12 -1.98 2.94  -0.059
C 2.47 -3.11 2.22  -0.035
C 2.83 -3.01 0.87  -0.048
C 2.86 -1.78 0.25  -0.135
H 6.58 0.89 -6.57  0.071
H 7.12 -0.14 -5.20  0.089
H 6.93 1.61 -4.96  0.086
H 5.91 0.12 -2.95  0.097
H 4.18 -0.32 -2.93  0.074
H 4.81 2.63 -3.33  0.122
H 5.21 1.93 -1.79  0.089
H 2.45 2.06 -3.10  0.101
H 3.03 2.99 -1.75  0.121
H 1.93 0.45 -4.45  0.086
H 2.24 -1.31 -6.13  0.115
H 1.72 -3.66 -5.59  0.126
H 0.86 -4.24 -3.35  0.121
H 0.52 -2.48 -1.65  0.070
H 0.51 2.21 0.31  0.081
H -2.60 3.64 -0.96  0.114
H -3.32 3.61 -3.33  0.128
H -2.06 2.24 -4.96  0.126
H -0.20 0.87 -4.22  0.091
H 4.69 3.23 1.04  0.098
H 7.14 3.51 1.03  0.121
H 8.60 1.60 0.48  0.124
H 7.61 -0.60 -0.05  0.120
H 5.18 -0.89 -0.08  0.096
H 1.98 0.17 2.92  0.107
H 1.86 -2.05 3.98  0.121
H 2.48 -4.08 2.71  0.125
H 3.09 -3.90 0.32  0.124
H 3.14 -1.71 -0.79  0.096
C -1.04 6.37 -1.26  0.029
N -0.95 6.13 0.22  -0.153
C -2.31 6.19 0.85  0.029
C -0.10 4.90 0.59  -0.036
C -0.79 3.63 1.03  -0.154
C -1.23 3.53 2.32  -0.025
C -1.71 2.33 2.89  -0.006
C -1.78 1.17 2.10  -0.069
C -1.27 1.16 0.83  -0.186
C -0.59 2.37 0.22  -0.257
H -1.56 7.31 -1.43  0.119
H -1.58 5.55 -1.72  0.080
H -0.03 6.42 -1.66  0.114
H -0.43 6.92 0.59  0.182
H -2.91 5.36 0.50  0.101
H -2.77 7.14 0.57  0.119
H -2.20 6.15 1.93  0.105
H 0.53 5.25 1.41  0.147
H 0.54 4.72 -0.27  0.130
H -1.20 4.40 2.97  0.127
H -2.06 2.33 3.91  0.122
H -2.29 0.30 2.48  0.099
H -1.64 0.37 0.14  0.098
C -5.33 -4.80 6.70  -0.155
Si -4.87 -3.73 5.26  0.433
C -6.19 -3.63 3.95  -0.171
C -4.28 -2.02 5.74  -0.183
C -3.32 -4.60 4.46  -0.556
Te -2.52 -3.60 2.83  1.498
C -3.73 -4.42 1.30  -0.535
Si -4.00 -3.24 -0.19  0.404
C -4.66 -1.62 0.46  -0.178
C -2.33 -2.97 -1.00  -0.189
C -5.18 -4.09 -1.33  -0.156
H -6.19 -4.37 7.21  0.055
H -4.52 -4.87 7.42  0.050
H -5.60 -5.80 6.38  0.051
H -7.09 -3.17 4.37  0.055
H -6.48 -4.61 3.58  0.050
H -5.89 -3.01 3.10  0.013
H -5.02 -1.54 6.40  0.050
H -4.17 -1.37 4.87  0.015
H -3.34 -2.05 6.28  0.042
H -3.59 -5.61 4.13  0.036
H -2.53 -4.66 5.22  0.023
H -4.66 -4.70 1.79  0.015
H -3.22 -5.33 0.98  0.036
H -4.07 -1.22 1.29  -0.004
H -5.69 -1.72 0.81  0.044
H -4.66 -0.87 -0.33  0.042
H -1.62 -2.39 -0.40  -0.019
H -2.47 -2.43 -1.94  0.046
H -1.86 -3.93 -1.24  0.044
H -6.14 -4.29 -0.84  0.051
H -4.79 -5.04 -1.69  0.050
H -5.39 -3.47 -2.20  0.050

Values from the calculation:
LUMO energy (spin up / spin down) (eV): -8.65 / -12.62
2S+1: 5
Highest occupied orbital energy (spin up / spin down) (eV): -15.9657 / -17.1997
Total charge: +4
Calculated total energy (eV): -106355.0913

---

In kcal per mole, the ΔE to the lowest compared entry with this formula, charge and spin values for the records above are, in order, 31.41; 19.75; 48.91; 40.99.